(1)
# C25H80O15

A cluster of 15 separate species, C25H80O15 in total in a non-equilibrium geometry (ωB97M-V/def2-TZVPD, OMol25).

CARTESIAN COORDINATES (ANGSTROEM)
O: 25.432 6.662 -2.840
O: 25.166 8.056 -7.343
O: 32.100 5.791 -2.789
O: 24.335 2.682 2.134
O: 26.100 7.441 2.374
O: 28.169 10.022 -4.497
O: 22.094 2.503 -3.680
O: 27.295 7.228 -5.140
O: 30.126 2.003 -3.567
O: 28.397 9.533 2.148
O: 25.768 12.395 -0.047
O: 23.790 6.816 1.019
O: 30.625 4.714 2.716
O: 23.238 0.219 -1.213
O: 23.407 8.794 -2.733
C: 28.048 10.014 3.379
C: 25.139 3.226 1.110
C: 26.251 6.567 3.506
C: 27.341 10.457 -3.441
C: 21.538 7.221 0.734
C: 24.687 0.144 -1.095
C: 22.664 4.667 -3.039
C: 25.335 11.317 0.715
C: 31.477 6.001 -0.500
C: 28.813 2.531 -3.426
C: 29.764 5.805 2.560
C: 27.725 9.733 -2.173
C: 24.025 3.361 -4.777
C: 25.952 5.991 -1.709
C: 25.016 7.012 -8.264
C: 32.111 5.091 -1.607
C: 22.536 6.455 1.523
C: 33.584 4.727 -1.292
C: 27.429 4.720 -5.568
C: 22.626 6.957 3.003
C: 28.096 6.128 -5.655
C: 22.909 8.373 -3.985
C: 27.656 12.023 -3.381
C: 29.438 6.295 -4.814
C: 23.228 3.351 -3.449
H: 21.795 4.662 -2.381
H: 24.922 4.278 0.923
H: 28.670 12.266 -3.063
H: 26.677 6.718 -1.342
H: 22.323 5.182 -3.937
H: 24.836 2.755 2.949
H: 28.759 3.619 -3.422
H: 26.501 5.524 3.312
H: 31.644 4.107 -1.652
H: 25.868 7.762 -6.757
H: 24.962 2.805 -4.762
H: 21.681 8.291 0.888
H: 32.004 6.952 -0.428
H: 30.405 6.200 -0.502
H: 26.190 10.931 1.270
H: 21.885 8.001 -3.953
H: 27.213 10.160 -1.311
H: 30.273 6.669 2.133
H: 24.062 4.370 -5.187
H: 28.943 5.533 1.897
H: 34.106 4.270 -2.133
H: 24.920 10.548 0.063
H: 25.048 13.027 -0.109
H: 31.551 5.423 0.422
H: 26.974 10.127 3.529
H: 26.123 3.049 1.544
H: 23.748 2.842 -2.637
H: 25.056 2.678 0.172
H: 28.451 9.350 4.144
H: 27.808 8.837 1.846
H: 28.286 6.356 -6.704
H: 21.444 2.586 -2.978
H: 30.246 5.638 -5.138
H: 22.970 0.557 -0.356
H: 28.798 9.760 -1.984
H: 28.471 2.281 -2.422
H: 32.458 5.310 -3.539
H: 27.897 7.947 -4.935
H: 22.328 5.389 1.428
H: 25.417 6.693 4.196
H: 27.125 6.984 4.005
H: 28.400 11.038 3.498
H: 31.457 5.113 2.980
H: 30.490 2.051 -4.454
H: 26.939 12.605 -2.803
H: 20.537 6.845 0.946
H: 22.666 9.192 -4.662
H: 24.549 11.598 1.417
H: 23.548 7.638 -4.475
H: 22.726 8.042 3.018
H: 25.351 7.366 -9.239
H: 24.160 8.279 -2.433
H: 21.648 6.957 -0.318
H: 23.975 6.696 -8.323
H: 34.134 5.630 -1.028
H: 26.394 5.029 -1.968
H: 27.141 4.565 -4.528
H: 23.635 6.811 0.071
H: 27.790 10.373 -5.306
H: 26.283 10.321 -3.664
H: 23.432 2.802 -5.500
H: 24.950 -0.568 -0.313
H: 25.121 1.112 -0.847
H: 28.119 3.919 -5.833
H: 29.233 6.246 -3.745
H: 26.538 4.816 -6.188
H: 28.127 2.109 -4.161
H: 29.424 6.205 3.515
H: 27.667 12.572 -4.322
H: 23.424 6.414 3.511
H: 27.478 8.671 -2.170
H: 25.489 6.036 -8.158
H: 25.001 -0.126 -2.104
H: 30.002 7.224 -4.887
H: 25.193 5.801 -0.950
H: 33.761 4.110 -0.411
H: 25.411 7.071 1.818
H: 23.365 5.353 -2.563
H: 26.123 6.713 -3.504
H: 21.693 6.792 3.542

Output
F_max: 2.9 eV/A
Highest occupied orbital energy: -0.3583 Eh
Energy above the lowest of the compared OMol25 structures with the same formula, charge and spin: 66.7 kcal per mole
HOMO-LUMO gap: 0.371 Eh

***

(2)
# C25H82N4O16

A cluster of 16 separate species, C25H82N4O16 in total in a non-equilibrium geometry (ωB97M-V/def2-TZVPD, OMol25).

CARTESIAN COORDINATES (ANGSTROEM)
O: -1.185 0.650 0.573
O: 3.631 1.375 -3.260
O: -3.108 -0.204 2.457
O: 0.011 0.371 2.925
O: -3.212 -2.758 -3.303
O: -2.799 -3.716 1.265
O: -4.102 -2.562 -0.800
O: 0.717 -1.524 -2.958
O: 4.819 0.866 3.098
O: -0.641 0.950 -2.866
O: 0.769 6.250 1.983
O: 3.584 -1.262 -2.356
O: -0.280 -4.428 1.812
O: 2.408 2.454 -0.097
O: 1.251 -5.713 -0.063
O: -3.749 4.614 -1.418
N: -0.928 2.808 -1.488
N: -2.375 2.549 -3.014
N: 4.576 2.477 -0.900
N: 4.479 2.844 1.191
C: 1.673 2.784 -4.112
C: 0.192 -2.846 -3.160
C: 2.792 -3.831 0.202
C: -1.282 2.077 -2.454
C: -3.519 -3.971 2.416
C: -3.390 1.088 2.972
C: 2.440 -5.275 0.534
C: -0.328 -3.237 -1.821
C: 0.699 4.844 1.798
C: -0.871 -0.593 0.090
C: -4.796 1.483 2.454
C: 3.647 -0.746 -1.043
C: 3.378 -1.134 2.630
C: -3.890 3.660 -0.373
C: 0.689 -0.467 -0.282
C: -2.835 -1.506 -3.876
C: 2.238 1.680 -3.205
C: 0.511 1.640 3.262
C: 5.046 -0.578 -0.453
C: -0.720 4.512 1.227
C: 0.019 -3.564 2.880
C: 3.459 0.388 2.972
C: -4.431 -0.199 -1.071
C: -4.643 -1.421 -0.242
C: 3.729 2.612 0.119
H: 1.485 -6.214 -0.856
H: -5.701 -1.637 -0.037
H: 1.207 2.099 2.546
H: -1.041 5.039 0.392
H: 5.527 2.816 1.291
H: -3.302 1.002 4.105
H: -2.673 1.855 2.719
H: -0.489 -4.349 -1.747
H: 1.291 -0.326 0.587
H: -0.540 0.494 2.171
H: -0.010 -0.902 -2.958
H: -1.409 4.874 2.027
H: 4.084 3.274 2.021
H: -0.796 -2.996 3.221
H: 0.364 -3.136 -1.038
H: 2.282 -5.462 1.586
H: -4.984 0.721 -0.724
H: -4.763 1.444 1.400
H: 4.093 2.118 -1.803
H: 0.605 2.958 -4.115
H: 2.085 3.765 -3.811
H: 2.016 2.582 -5.130
H: 1.536 6.670 1.577
H: 5.316 -1.499 -0.181
H: 0.475 -4.239 3.675
H: 1.359 4.788 0.948
H: 3.209 -3.763 -0.826
H: -1.374 -0.859 -0.805
H: -0.364 2.344 3.320
H: -1.901 -3.940 1.431
H: -4.573 3.891 0.405
H: 3.088 0.148 -0.889
H: 2.015 -3.201 0.420
H: 0.014 2.584 -1.021
H: -1.282 3.745 -1.331
H: 3.233 -6.005 0.215
H: 2.640 -1.541 -2.473
H: -1.297 -2.742 -1.530
H: 0.958 -3.561 -3.424
H: 1.071 -1.379 -0.648
H: -3.843 -3.073 -0.032
H: 3.705 0.425 -3.047
H: -0.881 -1.345 0.788
H: -2.479 -0.031 1.742
H: -3.520 -2.545 -2.418
H: -2.856 2.152 -3.827
H: -4.280 2.725 -0.653
H: 4.906 1.638 2.517
H: 3.640 -3.555 0.857
H: 1.864 1.929 -2.228
H: 1.715 0.804 -3.469
H: -3.245 -3.227 3.089
H: -4.581 -4.293 2.341
H: -3.973 5.535 -1.146
H: -4.079 -1.344 0.670
H: -2.379 -1.698 -4.903
H: 3.798 -1.744 3.391
H: 0.754 0.365 -0.923
H: -1.338 1.325 -0.085
H: -5.409 0.730 2.820
H: 4.942 -0.019 0.548
H: 2.989 0.710 3.831
H: -3.674 -0.807 -3.911
H: 3.217 -1.449 -0.368
H: -0.656 -3.021 -3.823
H: -2.980 3.493 0.060
H: 0.952 4.295 2.675
H: -3.147 -4.737 3.005
H: 0.831 -2.828 2.746
H: 0.522 -4.885 1.505
H: 5.753 -0.214 -1.140
H: -5.112 2.404 2.887
H: -1.967 -1.025 -3.457
H: 3.982 -1.446 1.802
H: -4.836 -0.294 -2.083
H: -3.368 -0.043 -1.167
H: -3.158 3.124 -2.581
H: 2.994 0.988 2.180
H: 2.345 -1.450 2.456
H: 0.986 1.591 4.269
H: 5.620 2.491 -0.926
H: -0.875 3.442 1.051

Output
F_max: 8.6 eV/A
Highest occupied orbital energy: -0.3426 Eh
Energy above the lowest of the compared OMol25 structures with the same formula, charge and spin: 48.6 kcal per mole
HOMO-LUMO gap: 0.348 Eh

***

> Among the records above, which one has the lowest F_max?

C25H80O15

***

> The lowest F_max belongs to which entry?

C25H80O15

***

> What is the HOMO-LUMO gap in the first record?

0.371 Eh

***

> Which formula does entry 1 have?

C25H80O15